DFT (ωB97M-V with the def2-TZVPD basis set) results for a structure of composition C54H54F6N5O5S4Sn at a distorted geometry.

Calculated values
LUMO = 0.81 eV
Orbital gap = 5.83 eV
Calculated total energy = -140042.5852 eV
HOMO level = -5.0 eV
Relative energy (zero: lowest compared OMol25 entry of this formula, charge and spin) = 27.6 kcal/mol

Geometry as ORCA input:
```
! wB97M-V def2-TZVPD RIJCOSX def2/J DEFGRID3
* xyz -1 1
Sn -0.21 0.73 -0.66
C 3.22 1.54 -2.34
C 2.86 1.98 -0.96
N 2.67 1.10 -0.05
N 2.69 1.50 1.24
C 1.75 1.44 2.08
S 0.06 1.02 1.87
S 2.16 1.89 3.75
C 3.02 3.50 3.49
C 4.50 3.40 3.71
C 5.08 3.90 4.87
C 6.45 3.84 5.06
C 7.26 3.28 4.08
C 6.69 2.75 2.94
C 5.32 2.81 2.75
C 2.72 3.42 -0.67
C 3.79 4.21 -0.28
C 3.59 5.53 0.09
C 2.31 6.07 0.01
C 1.24 5.30 -0.42
C 1.41 3.95 -0.73
O 0.39 3.15 -1.06
H 4.04 0.82 -2.29
H 3.50 2.40 -2.94
H 2.36 1.08 -2.83
H 2.57 4.19 4.19
H 2.79 3.80 2.47
H 4.45 4.33 5.64
H 6.89 4.23 5.97
H 8.34 3.26 4.22
H 7.32 2.30 2.18
H 4.86 2.38 1.87
H 4.78 3.77 -0.25
H 4.42 6.12 0.45
H 2.15 7.10 0.29
H 0.25 5.71 -0.48
F -0.70 2.10 -6.12
C -1.18 3.15 -5.42
F -2.51 2.99 -5.38
F -0.94 4.23 -6.17
S -0.36 3.22 -3.71
O -0.12 1.80 -3.55
O 0.77 4.05 -3.99
N -1.62 3.83 -3.00
S -1.99 3.62 -1.47
O -1.96 4.68 -0.52
O -2.04 2.23 -0.98
C -3.82 3.74 -1.91
F -4.08 4.91 -2.52
F -4.25 2.77 -2.73
F -4.62 3.70 -0.83
C -3.33 -2.33 -3.40
C -2.99 -0.93 -2.89
C -2.93 0.06 -4.06
C -3.98 -0.47 -1.83
C -5.26 -0.10 -2.21
C -6.18 0.35 -1.29
C -5.79 0.48 0.04
C -4.52 0.13 0.47
C -4.19 0.41 1.93
C -3.52 1.79 2.00
C -3.32 -0.62 2.64
C -3.63 -0.40 -0.47
N -2.33 -0.84 -0.12
C -2.08 -2.08 0.00
C -0.70 -2.60 0.15
N 0.32 -1.84 0.15
C 1.60 -2.27 0.55
C 2.64 -2.49 -0.36
C 3.91 -2.72 0.16
C 4.17 -2.70 1.51
C 3.12 -2.55 2.40
C 1.82 -2.37 1.95
C 0.69 -2.42 2.97
C 0.92 -1.57 4.22
C 0.47 -3.88 3.39
C 2.49 -2.73 -1.87
C 3.57 -2.02 -2.70
C 1.15 -2.38 -2.52
C -0.78 -4.07 0.15
C 0.14 -5.08 0.11
C -0.33 -6.41 0.04
C -1.66 -6.73 0.03
C -2.64 -5.71 0.06
C -4.05 -5.84 0.05
C -4.85 -4.73 0.05
C -4.34 -3.42 0.02
C -2.98 -3.24 0.03
C -2.16 -4.39 0.09
H -2.63 -2.62 -4.18
H -4.34 -2.35 -3.81
H -3.28 -3.07 -2.60
H -1.99 -0.95 -2.45
H -3.85 0.06 -4.64
H -2.11 -0.21 -4.72
H -2.75 1.07 -3.69
H -5.54 -0.17 -3.26
H -7.17 0.64 -1.60
H -6.50 0.87 0.75
H -5.15 0.46 2.46
H -2.59 1.77 1.44
H -3.30 2.04 3.04
H -4.16 2.56 1.57
H -2.28 -0.51 2.34
H -3.65 -1.65 2.45
H -3.37 -0.45 3.72
H 4.73 -2.96 -0.51
H 5.18 -2.84 1.88
H 3.32 -2.60 3.46
H -0.22 -2.05 2.50
H 1.80 -1.88 4.77
H 0.06 -1.67 4.88
H 1.01 -0.52 3.96
H 1.32 -4.23 3.99
H 0.37 -4.53 2.54
H -0.43 -3.96 4.00
H 2.64 -3.81 -1.99
H 3.21 -1.04 -3.00
H 3.78 -2.60 -3.61
H 4.50 -1.88 -2.16
H 0.91 -1.33 -2.36
H 0.33 -3.00 -2.15
H 1.23 -2.55 -3.59
H 1.20 -4.87 0.12
H 0.40 -7.21 0.00
H -1.97 -7.76 0.00
H -4.49 -6.83 0.05
H -5.93 -4.86 0.05
H -5.02 -2.57 -0.02
*
```

***

DFT (ωB97M-V with the def2-TZVPD basis set) results for a structure of composition C54H54N2O3P3RbSiTe at a distorted geometry.

Calculated values
LUMO = 3.69 eV
Orbital gap = 5.82 eV
Calculated total energy = -109693.1328 eV
HOMO level = -2.1 eV
Relative energy (zero: lowest compared OMol25 entry of this formula, charge and spin) = 23.7 kcal/mol

Geometry as ORCA input:
```
! wB97M-V def2-TZVPD RIJCOSX def2/J DEFGRID3
* xyz -2 1
Rb -1.78 0.17 0.22
Te -1.64 -2.16 -4.18
C -1.05 -2.13 -6.22
C 0.29 -2.04 -6.59
C 0.63 -2.00 -7.92
N -0.25 -2.05 -8.92
C -1.53 -2.15 -8.57
C -1.98 -2.20 -7.26
C 0.05 -0.90 -3.51
P 0.33 -1.54 -1.83
C 1.00 -3.20 -2.25
C 1.96 -3.46 -3.23
C 2.35 -4.76 -3.51
C 1.77 -5.82 -2.85
C 0.80 -5.58 -1.89
C 0.43 -4.28 -1.59
C 1.84 -0.54 -1.45
C 1.90 0.08 -0.20
C 2.97 0.90 0.12
C 4.00 1.08 -0.78
C 3.95 0.46 -2.02
C 2.86 -0.32 -2.36
P -0.95 0.57 -3.04
C -1.47 1.16 -4.70
C -0.74 0.93 -5.86
C -1.25 1.30 -7.09
C -2.49 1.91 -7.17
C -3.22 2.15 -6.02
C -2.72 1.78 -4.79
C 0.32 1.88 -2.73
C 0.10 2.68 -1.61
C 0.99 3.69 -1.29
C 2.10 3.92 -2.09
C 2.31 3.14 -3.21
C 1.43 2.13 -3.53
H 1.04 -1.99 -5.82
H 1.67 -1.93 -8.23
H -2.23 -2.17 -9.39
H -3.03 -2.27 -7.04
H 2.39 -2.64 -3.78
H 3.11 -4.94 -4.27
H 2.07 -6.84 -3.08
H 0.33 -6.41 -1.37
H -0.32 -4.09 -0.84
H 1.13 -0.10 0.53
H 3.00 1.40 1.08
H 4.85 1.69 -0.52
H 4.77 0.59 -2.72
H 2.80 -0.74 -3.35
H 0.22 0.44 -5.80
H -0.69 1.10 -7.99
H -2.90 2.19 -8.14
H -4.19 2.62 -6.08
H -3.28 1.95 -3.88
H -0.79 2.52 -1.02
H 0.81 4.31 -0.41
H 2.80 4.71 -1.83
H 3.17 3.33 -3.84
H 1.61 1.52 -4.41
N -2.25 2.95 2.06
C -3.22 3.97 1.69
C -3.28 4.16 0.17
C -4.03 2.96 -0.54
O -5.11 3.23 -1.06
O -3.46 1.85 -0.50
H -2.33 2.74 3.05
H -1.31 3.30 1.90
H -3.00 4.94 2.18
H -4.20 3.64 2.04
H -2.26 4.25 -0.22
H -3.82 5.08 -0.06
C 1.90 -3.24 1.35
Si 0.53 -2.89 2.65
C -0.94 -4.09 2.38
C 1.33 -3.47 4.31
O 0.04 -1.39 2.59
H 1.89 -4.27 1.01
H 2.89 -3.04 1.77
H 1.78 -2.61 0.47
H -0.61 -5.13 2.38
H -1.46 -3.90 1.45
H -1.66 -3.97 3.19
H 0.57 -3.73 5.05
H 1.93 -2.67 4.73
H 1.97 -4.34 4.16
C -0.90 4.62 5.69
C -1.69 3.56 6.08
C -1.53 2.32 5.49
C -0.56 2.11 4.51
C 0.21 3.20 4.12
C 0.05 4.44 4.70
P -0.25 0.52 3.51
C -1.35 -0.52 4.53
C -0.97 -1.22 5.67
C -1.88 -2.00 6.35
C -3.19 -2.11 5.91
C -3.58 -1.42 4.77
C -2.67 -0.64 4.09
C 1.40 0.32 4.32
C 1.62 0.70 5.64
C 2.88 0.63 6.19
C 3.96 0.19 5.44
C 3.75 -0.19 4.12
C 2.48 -0.13 3.57
H -1.03 5.59 6.15
H -2.44 3.70 6.85
H -2.17 1.50 5.81
H 0.95 3.05 3.34
H 0.66 5.28 4.38
H 0.05 -1.17 6.00
H -1.57 -2.54 7.24
H -3.90 -2.72 6.45
H -4.60 -1.51 4.41
H -2.96 -0.11 3.19
H 0.80 1.07 6.24
H 3.03 0.93 7.22
H 4.95 0.15 5.87
H 4.58 -0.53 3.52
H 2.31 -0.46 2.56
*
```

***

DFT (ωB97M-V with the def2-TZVPD basis set) results for a structure of composition C54H55BaCl2N7S2Sb at a distorted geometry.

Calculated values
LUMO = 1.36 eV
Orbital gap = 5.25 eV
Calculated total energy = -121259.1125 eV
HOMO level = -3.9 eV
Relative energy (zero: lowest compared OMol25 entry of this formula, charge and spin) = 328.3 kcal/mol

Geometry as ORCA input:
```
! wB97M-V def2-TZVPD RIJCOSX def2/J DEFGRID3
* xyz -1 1
Ba -1.01 -0.47 -0.79
N -1.84 -0.94 1.42
C -1.78 0.47 1.02
C -0.38 1.06 0.82
N 0.57 1.03 -0.32
H -2.81 -1.06 1.71
H -1.33 -1.03 2.29
H -2.09 1.10 1.86
H -2.50 0.52 0.20
H 0.11 0.64 1.70
H -0.47 2.08 1.15
H 1.47 0.90 0.13
H 0.66 1.98 -0.67
S -1.70 1.21 -4.10
C -0.95 -0.07 -5.01
C -0.86 0.13 -6.40
C -0.21 -0.74 -7.25
C -0.15 -0.43 -8.66
N -0.13 -0.16 -9.78
C 0.41 -1.89 -6.74
C 0.29 -2.14 -5.39
C -0.39 -1.27 -4.52
S -0.35 -1.72 -2.84
C 1.16 -2.76 -7.61
N 1.76 -3.43 -8.33
H -1.30 1.03 -6.81
H 0.74 -3.00 -4.90
C 6.18 -0.81 4.82
C 5.71 -2.22 4.59
C 6.21 -3.27 5.35
C 5.79 -4.58 5.15
C 4.87 -4.85 4.15
C 4.35 -3.82 3.38
C 4.76 -2.50 3.59
N 4.25 -1.41 2.87
C 3.25 -1.43 1.85
N 3.55 -2.33 0.92
C 2.99 -3.12 -0.17
C 1.69 -3.04 -0.65
C 1.39 -4.02 -1.61
C 2.28 -4.97 -2.08
C 3.59 -4.97 -1.60
C 3.96 -4.04 -0.64
C 5.41 -4.05 -0.18
N 2.31 -0.52 1.91
C 2.07 0.05 3.18
C 2.31 1.40 3.40
C 1.66 2.09 4.42
C 0.80 1.42 5.27
C 0.68 0.04 5.14
C 1.33 -0.67 4.14
C 1.06 -2.14 3.92
H 6.95 -0.79 5.59
H 5.36 -0.16 5.15
H 6.59 -0.38 3.90
H 6.93 -3.05 6.13
H 6.19 -5.38 5.76
H 4.54 -5.86 3.97
H 3.60 -4.04 2.63
H 4.25 -0.54 3.38
H 4.49 -2.64 1.09
H 0.39 -4.00 -2.02
H 1.97 -5.70 -2.83
H 4.32 -5.68 -1.97
H 5.97 -4.78 -0.77
H 5.53 -4.33 0.87
H 5.90 -3.08 -0.34
H 2.88 1.95 2.66
H 1.75 3.17 4.48
H 0.18 1.96 5.97
H -0.01 -0.49 5.80
H 0.49 -2.55 4.75
H 1.99 -2.70 3.84
H 0.52 -2.29 2.98
C 0.46 3.95 -2.49
C -0.76 4.80 -2.25
C -0.62 6.19 -2.21
C -1.64 7.01 -1.78
C -2.84 6.45 -1.35
C -3.00 5.08 -1.38
C -2.00 4.21 -1.88
Sb -1.98 2.19 -1.13
C -2.62 3.19 0.80
C -1.66 4.19 1.13
C -1.71 4.94 2.30
C -2.74 4.72 3.20
C -3.67 3.74 2.93
C -3.63 2.97 1.77
C -4.66 1.88 1.61
C -4.01 1.79 -1.94
C -4.63 2.73 -2.77
C -5.94 2.54 -3.20
C -6.64 1.41 -2.82
C -6.02 0.43 -2.07
C -4.70 0.60 -1.65
C -3.94 -0.47 -0.93
H 1.13 4.39 -3.23
H 0.21 2.95 -2.83
H 1.04 3.89 -1.56
H 0.33 6.62 -2.50
H -1.49 8.08 -1.73
H -3.61 7.08 -0.93
H -3.89 4.66 -0.94
H -0.83 4.36 0.46
H -0.96 5.69 2.49
H -2.79 5.29 4.12
H -4.46 3.54 3.65
H -4.33 0.94 2.07
H -4.88 1.70 0.56
H -5.60 2.14 2.11
H -4.08 3.59 -3.12
H -6.40 3.28 -3.85
H -7.67 1.28 -3.15
H -6.54 -0.48 -1.81
H -4.03 -1.46 -1.38
H -4.21 -0.55 0.12
H -2.93 -0.07 -1.00
Cl -2.34 -3.96 -3.03
C -3.18 -5.51 -3.07
Cl -2.38 -6.65 -4.16
H -4.19 -5.34 -3.43
H -3.15 -5.90 -2.07
*
```

***

DFT (ωB97M-V with the def2-TZVPD basis set) results for a structure of composition C54H55N2OP2PbSSi.

Calculated values
LUMO = 2.34 eV
Orbital gap = 4.66 eV
Calculated total energy = -104454.7179 eV
HOMO level = -2.3 eV
Relative energy (zero: lowest compared OMol25 entry of this formula, charge and spin) = 0.0 kcal/mol

Geometry as ORCA input:
```
! wB97M-V def2-TZVPD RIJCOSX def2/J DEFGRID3
* xyz -1 1
Pb -1.93 1.59 -1.16
O 0.85 3.81 -1.86
S 0.41 3.02 -0.68
C 0.08 4.22 0.65
C 0.85 5.37 0.73
C 0.50 6.36 1.64
C -0.60 6.19 2.47
C -1.34 5.02 2.40
C -1.02 4.02 1.48
P -2.12 2.57 1.25
C -1.81 1.64 2.83
C -0.88 1.98 3.80
C -0.65 1.14 4.89
C -1.33 -0.06 4.99
C -2.24 -0.43 4.00
C -2.48 0.42 2.93
C -3.86 3.08 1.61
C -4.36 3.21 2.91
C -5.66 3.65 3.13
C -6.49 3.95 2.06
C -6.00 3.82 0.76
C -4.69 3.41 0.55
C 1.99 2.33 -0.07
C 3.11 3.10 -0.39
C 4.38 2.65 -0.09
C 4.54 1.42 0.53
C 3.42 0.66 0.84
C 2.12 1.09 0.55
P 0.66 0.13 1.13
C 0.61 -1.43 0.17
C -0.70 -1.93 0.22
C -1.42 -2.83 -0.57
C -1.05 -3.39 -1.84
C -0.04 -3.00 -2.65
C 1.54 -1.76 -0.98
C 1.32 -0.40 2.79
C 1.15 -1.70 3.26
C 1.57 -2.07 4.53
C 2.16 -1.13 5.37
C 2.29 0.19 4.94
C 1.85 0.55 3.68
H 1.69 5.50 0.07
H 1.08 7.28 1.68
H -0.87 6.96 3.17
H -2.19 4.87 3.06
H -0.33 2.91 3.73
H 0.07 1.42 5.64
H -1.12 -0.73 5.82
H -2.75 -1.38 4.07
H -3.19 0.13 2.16
H -3.73 2.94 3.75
H -6.03 3.75 4.14
H -7.50 4.30 2.23
H -6.64 4.05 -0.08
H -4.29 3.35 -0.46
H 2.97 4.03 -0.93
H 5.24 3.25 -0.35
H 5.53 1.04 0.76
H 3.55 -0.30 1.31
H -1.27 -1.58 1.09
H -2.34 -3.21 -0.14
H -1.64 -4.24 -2.16
H 0.19 -3.60 -3.52
H 2.30 -0.97 -1.04
H 0.69 -2.43 2.60
H 1.45 -3.09 4.87
H 2.51 -1.42 6.36
H 2.72 0.93 5.59
H 1.95 1.58 3.35
N -5.17 -0.02 -0.06
N -4.07 -0.10 -0.97
H -5.98 -0.52 -0.40
H -5.42 0.95 0.06
H -4.38 -0.15 -1.94
H -3.55 -0.95 -0.77
C 3.44 -3.14 -1.88
C 2.42 -3.05 -0.74
C 3.24 -2.84 0.54
C 0.76 -1.77 -2.36
C 1.67 -4.37 -0.59
C 1.04 -4.69 0.61
C 0.40 -5.90 0.79
C 0.37 -6.84 -0.23
C 0.99 -6.55 -1.43
C 1.64 -5.33 -1.60
H 4.10 -2.27 -1.86
H 2.96 -3.17 -2.86
H 4.06 -4.03 -1.78
H 4.02 -2.09 0.37
H 3.73 -3.77 0.84
H 2.62 -2.50 1.37
H 0.01 -0.98 -2.19
H 1.05 -3.98 1.42
H -0.09 -6.11 1.74
H -0.14 -7.79 -0.09
H 0.98 -7.26 -2.25
H 2.12 -5.13 -2.55
C 2.13 -2.39 -5.18
Si 1.62 -1.09 -3.91
C 3.08 0.03 -3.55
C 0.32 -0.05 -4.81
C -0.83 -0.66 -5.31
C -1.81 0.07 -5.97
C -1.66 1.44 -6.14
C -0.54 2.08 -5.62
C 0.44 1.33 -4.97
H 2.36 -1.90 -6.13
H 1.32 -3.10 -5.37
H 3.01 -2.96 -4.88
H 3.37 0.58 -4.46
H 3.95 -0.53 -3.21
H 2.83 0.77 -2.79
H -0.97 -1.73 -5.17
H -2.69 -0.43 -6.36
H -2.42 2.02 -6.66
H -0.43 3.15 -5.71
H 1.31 1.86 -4.57
*
```